{
  "formula": "C20H29MgN3OS4",
  "method": "ωB97M-V with the def2-TZVPD basis set",
  "species": ["Mg", "C", "C", "C", "C", "C", "C", "C", "C", "C", "S", "C", "N", "H", "H", "H", "H", "H", "H", "H", "H", "S", "C", "S", "S", "C", "N", "C", "C", "O", "N", "C", "C", "H", "H", "H", "H", "H", "H", "H", "H", "H", "H", "H", "H", "C", "C", "C", "C", "H", "H", "H", "H", "H", "H", "H", "H", "H"],
  "coordinates": [[-0.31767, 0.36144, -0.23862], [-3.11164, 2.18784, -0.40192], [-2.34374, 2.54327, 0.82986], [-3.00943, 3.19638, 1.89840], [-2.34131, 3.47237, 3.04344], [-0.97696, 3.13392, 3.16435], [-0.25541, 3.39842, 4.35096], [1.06266, 3.04519, 4.41500], [1.70337, 2.45699, 3.31127], [1.05430, 2.19014, 2.11127], [1.90180, 1.52919, 0.75402], [-0.35669, 2.51380, 2.05153], [-1.06689, 2.21598, 0.90954], [-4.09799, 2.65548, -0.39182], [-3.23718, 1.10456, -0.47859], [-2.57872, 2.46751, -1.31377], [-4.05622, 3.44931, 1.78841], [-2.83958, 3.95165, 3.88088], [-0.76063, 3.87088, 5.18673], [1.62585, 3.22637, 5.32419], [2.75256, 2.19495, 3.37251], [-0.51229, -0.62296, -4.88769], [-1.16446, 0.23978, -3.55998], [-1.15820, 1.96352, -3.53048], [-1.88226, -0.64788, -2.22903], [2.29631, 1.20982, -2.99301], [2.62583, -0.21445, -2.94684], [3.86593, -0.64676, -3.54884], [1.86371, -1.00300, -2.16768], [1.02778, -0.53703, -1.39694], [2.07883, -2.38113, -2.21357], [1.88803, -3.02114, -3.52209], [1.34464, -3.09001, -1.16559], [2.97812, 1.68866, -3.69524], [2.39632, 1.66998, -2.00797], [1.27528, 1.35467, -3.34955], [4.62635, 0.11836, -3.37660], [3.76815, -0.79143, -4.63014], [4.20331, -1.57319, -3.08956], [2.51321, -2.56853, -4.28755], [0.84805, -2.93215, -3.85273], [2.16279, -4.07340, -3.42479], [1.56121, -2.64348, -0.19964], [1.67891, -4.12989, -1.16479], [0.26278, -3.04693, -1.32639], [-2.22337, -2.79836, 0.80518], [-1.07632, -2.29089, 1.67553], [-1.31688, -2.74649, 3.12617], [-0.88946, -0.76648, 1.56199], [-2.32409, -3.89114, 0.86161], [-2.07990, -2.52161, -0.24135], [-3.16883, -2.35132, 1.13920], [-0.15397, -2.78253, 1.34337], [-2.23502, -2.28422, 3.50573], [-0.49150, -2.42707, 3.76933], [-1.41956, -3.84065, 3.21471], [-0.10104, -0.48236, 2.28198], [-1.81889, -0.30394, 1.95560]],
  "atomic_forces_ev_per_a": [[-0.050, -0.226, 0.019], [-0.040, -0.016, 0.054], [0.151, 0.005, -0.001], [-0.108, 0.003, -0.111], [0.038, 0.042, 0.125], [0.049, -0.068, -0.106], [-0.027, 0.016, -0.003], [0.116, -0.064, -0.117], [-0.074, 0.033, 0.049], [-0.051, 0.089, -0.079], [-0.279, 0.014, 0.051], [0.017, -0.042, -0.169], [-0.174, 0.134, 0.304], [0.010, 0.012, 0.012], [0.006, -0.005, 0.011], [0.062, -0.012, -0.022], [-0.007, -0.011, -0.036], [0.006, -0.001, -0.001], [-0.015, -0.022, -0.015], [0.042, -0.004, -0.002], [-0.004, 0.023, 0.026], [-0.021, 0.094, 0.217], [-0.224, 0.078, -0.215], [0.028, -0.267, 0.133], [0.175, 0.275, 0.060], [-0.025, -0.072, -0.091], [0.271, 0.099, 0.037], [-0.106, 0.071, 0.045], [-0.157, -0.131, -0.017], [0.438, 0.096, -0.091], [0.010, -0.195, -0.086], [-0.054, 0.064, 0.071], [0.010, 0.016, -0.081], [-0.002, -0.010, -0.010], [0.025, -0.010, -0.003], [0.044, 0.003, 0.014], [0.007, 0.003, 0.008], [0.003, 0.000, -0.017], [-0.031, -0.048, -0.009], [-0.006, 0.017, 0.029], [0.001, -0.003, 0.005], [0.036, -0.008, -0.008], [0.001, 0.020, 0.040], [-0.005, 0.013, -0.006], [-0.006, 0.004, -0.005], [0.045, -0.002, -0.089], [-0.071, 0.221, 0.151], [0.087, -0.071, -0.047], [-0.152, -0.299, 0.071], [-0.034, 0.059, 0.030], [-0.010, 0.011, 0.033], [0.051, -0.026, -0.027], [0.035, -0.044, -0.067], [0.021, -0.016, 0.013], [-0.046, 0.001, -0.002], [-0.007, 0.105, -0.018], [-0.067, 0.062, -0.030], [0.066, -0.013, -0.029]],
  "homo_ha": -0.0144,
  "lumo_energy_ha": 0.1712,
  "largest_force_ha_per_bohr": 0.0089,
  "energy_ha": -2811.996697,
  "total_charge": -2
}

***

{
  "formula": "C20H29N3NiO6SSi2Te",
  "method": "ωB97M-V with the def2-TZVPD basis set",
  "species": ["Ni", "O", "N", "O", "C", "C", "C", "C", "C", "C", "N", "C", "C", "N", "C", "C", "C", "C", "H", "H", "H", "H", "H", "H", "H", "C", "Si", "C", "C", "C", "Te", "C", "Si", "C", "C", "C", "H", "H", "H", "H", "H", "H", "H", "H", "H", "H", "H", "H", "H", "H", "H", "H", "H", "H", "H", "H", "H", "H", "O", "S", "O", "O", "O"],
  "coordinates": [[0.15892, -0.74271, -0.36841], [3.94683, 0.19944, -6.67542], [2.86047, -0.20602, -6.32276], [2.02083, -0.67478, -7.06445], [2.51432, -0.07747, -4.88976], [3.19919, 0.86020, -4.20188], [2.91584, 1.10965, -2.82320], [3.61347, 2.03612, -2.02880], [3.27690, 2.16089, -0.70728], [2.23448, 1.38432, -0.18453], [1.54493, 0.52653, -0.91660], [1.89884, 0.37762, -2.21899], [1.20122, -0.63512, -2.95396], [0.29718, -1.32517, -2.23255], [-0.33959, -2.33754, -2.77779], [-0.10155, -2.69454, -4.11348], [0.79674, -1.99215, -4.87155], [1.49168, -0.90430, -4.29241], [3.96857, 1.42636, -4.70760], [4.41231, 2.62550, -2.46083], [3.79862, 2.84628, -0.05556], [1.95627, 1.46787, 0.85708], [-1.02416, -2.86859, -2.13232], [-0.62866, -3.53904, -4.53239], [0.97649, -2.26795, -5.89686], [-0.74701, 3.65271, 0.28936], [-2.21237, 2.53575, -0.05829], [-3.78902, 3.53507, 0.03685], [-2.02545, 1.77613, -1.75831], [-2.31001, 1.15580, 1.21939], [-0.45503, 0.29779, 1.83521], [-1.41140, -1.21710, 2.97318], [-0.63609, -1.41852, 4.67558], [1.20576, -1.66259, 4.45100], [-1.41947, -2.91065, 5.47948], [-0.98775, 0.11966, 5.68972], [-0.81307, 4.56030, -0.31482], [0.19803, 3.16250, 0.04020], [-0.70451, 3.95111, 1.33913], [-3.78135, 4.35326, -0.68630], [-3.91602, 3.96865, 1.03123], [-4.66322, 2.91416, -0.16943], [-1.92272, 2.54448, -2.52822], [-2.89198, 1.16069, -2.00923], [-1.14337, 1.13243, -1.80455], [-2.87372, 0.31274, 0.81312], [-2.81286, 1.49949, 2.12521], [-1.32683, -2.14711, 2.40593], [-2.46105, -0.92418, 2.99396], [1.40917, -2.10528, 3.47111], [1.59919, -2.33953, 5.21175], [1.75516, -0.72141, 4.52929], [-1.24500, -3.80204, 4.87332], [-2.49867, -2.78625, 5.59065], [-0.99653, -3.08585, 6.47125], [-0.61067, 1.01790, 5.19389], [-0.50662, 0.05751, 6.66838], [-2.06025, 0.24735, 5.85433], [-0.68969, -4.11200, 1.39194], [0.05572, -3.20223, 0.55728], [-0.99244, -2.13115, 0.01678], [1.02026, -2.35354, 1.29949], [0.67077, -3.79144, -0.62659]],
  "atomic_forces_ev_per_a": [[0.069, -0.129, 0.050], [-0.009, -0.049, 0.037], [-0.020, 0.060, -0.075], [0.002, -0.013, 0.067], [-0.013, -0.032, 0.036], [0.009, 0.021, -0.046], [-0.019, -0.009, 0.005], [0.011, 0.008, -0.019], [-0.001, 0.007, 0.014], [-0.011, -0.028, -0.104], [0.223, 0.167, -0.005], [-0.066, -0.055, 0.047], [0.015, 0.022, 0.016], [-0.005, -0.033, -0.038], [0.017, 0.003, -0.037], [0.022, 0.020, -0.015], [0.009, 0.029, 0.007], [0.013, -0.016, -0.016], [0.003, -0.001, 0.006], [0.000, -0.001, -0.002], [-0.001, 0.001, 0.003], [0.006, 0.004, 0.019], [-0.005, 0.009, -0.007], [-0.002, -0.005, 0.002], [0.010, 0.003, -0.025], [0.019, -0.013, 0.004], [0.005, -0.035, 0.027], [-0.015, -0.010, 0.008], [0.002, 0.000, -0.015], [0.014, 0.123, -0.062], [-0.376, 0.100, 0.186], [0.094, -0.119, -0.071], [0.100, -0.085, 0.002], [-0.005, -0.021, 0.003], [-0.017, -0.027, -0.015], [-0.014, 0.010, 0.015], [0.014, 0.006, -0.005], [-0.018, 0.009, 0.020], [-0.004, 0.003, -0.002], [-0.002, 0.001, -0.008], [0.000, 0.008, -0.005], [0.000, -0.001, 0.001], [-0.004, 0.003, 0.004], [0.000, -0.003, -0.003], [0.006, 0.002, -0.015], [-0.013, -0.005, 0.030], [0.023, 0.010, 0.010], [-0.048, 0.117, 0.051], [-0.020, 0.058, 0.065], [-0.024, 0.011, 0.088], [0.015, 0.026, 0.051], [0.005, 0.023, -0.012], [0.009, 0.008, -0.013], [-0.006, 0.002, 0.003], [-0.002, 0.003, 0.005], [0.001, -0.002, 0.004], [-0.001, 0.001, 0.005], [-0.004, 0.012, 0.002], [0.035, 0.030, 0.106], [-0.076, -0.151, -0.463], [0.038, -0.085, 0.052], [0.088, 0.104, -0.157], [-0.071, -0.095, 0.182]],
  "homo_ha": [-0.3108, -0.3054],
  "lumo_energy_ha": [-0.0649, -0.0650],
  "largest_force_ha_per_bohr": 0.0096,
  "energy_ha": -4148.748549
}

***

{
  "formula": "C20H29N3O3S",
  "method": "ωB97M-V with the def2-TZVPD basis set",
  "species": ["C", "H", "H", "H", "C", "N", "C", "H", "C", "N", "C", "O", "C", "H", "H", "S", "O", "C", "C", "C", "O", "C", "N", "C", "C", "C", "C", "C", "C", "H", "H", "C", "H", "H", "H", "H", "H", "C", "H", "H", "H", "H", "H", "H", "H", "H", "H", "C", "C", "H", "H", "H", "H", "H", "H", "H"],
  "coordinates": [[4.35233, 3.46678, 2.07468], [3.97293, 4.10606, 2.71639], [5.16136, 2.71645, 2.37748], [4.88880, 4.11120, 1.22238], [3.38924, 2.80876, 1.29115], [2.48213, 1.98311, 2.42839], [1.41731, 2.82895, 3.21673], [1.99450, 3.68033, 3.27283], [0.36029, 2.81083, 2.20276], [-0.28344, 1.54898, 1.80731], [-1.26880, 0.80625, 2.56202], [-1.87814, 1.51228, 3.28805], [-1.59646, -0.27556, 1.90283], [-2.48701, -0.91854, 2.64785], [-1.77383, -0.46615, 0.89078], [-0.25240, -1.51188, 2.43739], [0.77007, -0.93341, 1.38001], [-0.99205, -2.97428, 1.48410], [-0.92691, -2.88407, -0.11997], [0.01834, -2.96057, -0.81937], [-0.25330, -2.43268, -2.14097], [-1.63596, -2.05780, -1.69216], [-2.00416, -2.26075, -0.59786], [-2.46782, -1.45736, -2.80607], [-1.63570, -1.49809, -4.37665], [-2.65601, -0.84650, -5.34599], [-3.94649, -0.15765, -5.09285], [-4.38121, -0.57945, -3.76378], [-3.71712, -0.89753, -2.60328], [-4.14797, -0.99615, -1.71268], [-5.36011, -0.15946, -3.57005], [-4.62353, 0.28573, -6.20715], [-5.09048, 1.20653, -5.88632], [-4.17029, 0.42490, -7.10081], [-5.62218, -0.28527, -6.29421], [-2.21934, -0.94906, -6.24347], [-0.74270, -1.71406, -4.58504], [1.24775, -3.50438, -0.62548], [2.05521, -2.87639, -0.11836], [1.43751, -4.56699, -0.18615], [1.72592, -3.48540, -1.75497], [-2.03218, -3.20923, 2.07599], [-0.27820, -3.81515, 1.74176], [0.39349, 1.04793, 1.42852], [0.59224, 3.35059, 1.34866], [-0.62676, 3.34712, 2.64380], [1.14234, 2.26188, 3.94494], [3.09209, 1.04270, 3.10182], [3.96500, -0.25398, 2.31515], [3.18873, -0.61970, 1.86399], [4.74222, 0.16412, 1.74871], [4.29532, -0.98257, 3.00132], [2.47424, 0.36202, 3.68019], [3.85336, 1.49079, 3.83813], [2.47625, 3.33282, 0.86229], [3.58162, 1.83295, 0.84523]],
  "atomic_forces_ev_per_a": [[6.688, -0.781, -5.544], [-1.469, 2.839, 3.592], [-1.244, 1.357, 0.306], [-0.382, -0.720, 2.016], [-6.820, -4.186, 2.400], [-2.878, 3.080, -3.852], [3.578, -1.372, -7.399], [0.060, 2.560, 1.350], [-6.808, 1.541, 2.464], [-1.039, 1.630, 2.344], [3.990, 10.848, -1.823], [-2.574, 0.072, 3.982], [-4.363, -11.856, 3.162], [1.771, 2.274, -2.461], [0.000, 0.383, -1.388], [0.848, 1.383, -5.586], [-0.423, -1.893, 2.499], [0.172, -2.251, 0.743], [-9.543, 0.735, 15.129], [8.078, -0.189, -9.290], [-3.751, -0.239, 4.585], [0.960, 3.882, -13.245], [-3.477, -0.682, 5.104], [5.146, -0.607, -3.126], [-16.132, 5.450, 4.246], [2.394, -0.960, 5.731], [6.326, -7.262, 5.285], [-2.343, 4.696, -2.688], [4.144, -2.110, -4.850], [-1.893, -0.107, 3.486], [-0.672, -0.260, 0.106], [-6.816, 0.976, 0.892], [-0.034, 1.043, -0.400], [1.693, 0.071, -2.507], [1.527, 0.275, -0.459], [0.858, 0.433, -3.825], [6.917, -2.143, -1.368], [8.695, -2.430, -1.789], [-1.484, -0.379, -0.241], [-1.034, 1.781, -0.870], [-0.882, -0.662, 2.700], [2.342, 0.511, -2.104], [-0.791, 0.846, 0.169], [3.464, -3.500, -2.490], [0.516, 0.806, -1.724], [2.223, -0.389, -0.786], [-1.257, -2.720, 5.386], [5.707, -4.620, 3.447], [0.677, 4.981, 3.333], [-3.972, -2.385, -3.647], [1.009, 0.172, -1.061], [0.611, -0.402, 1.220], [-0.753, 0.440, 0.374], [-0.382, -0.764, -0.139], [1.994, -0.130, -0.194], [0.829, 0.936, -1.192]],
  "homo_ha": -0.2681,
  "lumo_energy_ha": -0.0024,
  "largest_force_ha_per_bohr": 0.3481,
  "energy_ha": -1567.017765
}